[1]
3 unconnected molecules or ions with the total composition C4H14NO2, computed with ωB97M-V with the def2-TZVPD basis set.

XYZ file:
```
21
C4H14NO2 ωB97M-V with the def2-TZVPD basis set
C -0.866 2.426 0.176
C -1.177 1.123 -0.538
C -0.199 -0.166 -0.108
C -0.779 -1.812 -1.694
N -0.931 -1.392 -0.515
H -1.111 3.324 -0.314
H 0.251 2.730 0.026
H -1.265 2.396 1.221
H -0.920 1.439 -1.599
H -2.132 0.727 -0.331
H -0.140 -0.095 1.011
H 0.832 -0.104 -0.568
H -0.324 -0.974 -2.275
H -1.153 -2.731 -2.251
H -0.952 -2.043 0.463
H 0.452 -3.552 1.961
H -0.733 -4.188 1.390
O -0.264 -3.397 1.421
H 4.602 2.342 0.756
H 3.044 2.157 1.093
O 3.764 1.790 0.674
```

Output
LUMO level in eV: -4.7
Total charge: +1
HOMO level in eV: -14.003
Calculated total energy in eV: -9951.0457
Frontier orbital gap in Eh: 0.342
Molar mass in g/mol: 108.16

Electronic structure analysis, Mulliken charges in units of e: atom 1 (C): -1.128, atom 2 (C): -0.300, atom 3 (C): -0.740, atom 4 (C): -0.150, atom 5 (N): 0.022, atom 6 (H): 0.403, atom 7 (H): 0.182, atom 8 (H): 0.316, atom 9 (H): 0.293, atom 10 (H): 0.371, atom 11 (H): 0.371, atom 12 (H): 0.370, atom 13 (H): 0.279, atom 14 (H): 0.295, atom 15 (H): 0.432, atom 16 (H): 0.278, atom 17 (H): 0.290, atom 18 (O): -0.586, atom 19 (H): 0.331, atom 20 (H): 0.309, atom 21 (O): -0.637

[2]
2 unconnected molecules or ions with the total composition C4H14NO2, computed with ωB97M-V with the def2-TZVPD basis set.

XYZ file:
```
21
C4H14NO2 ωB97M-V with the def2-TZVPD basis set
C -1.281 -0.834 0.179
C -0.111 -1.431 -0.602
C 1.185 -0.624 -0.380
C 1.572 -0.429 1.098
O 1.333 -1.637 1.833
N -1.524 0.572 -0.350
H -1.076 -0.744 1.236
H -2.145 -1.449 -0.031
H 0.097 -2.322 -0.032
H -0.288 -1.587 -1.654
H 1.280 0.281 -0.926
H 1.951 -1.325 -0.691
H 2.635 -0.213 1.070
H 1.127 0.344 1.724
H 2.096 -2.214 1.748
H -1.307 1.285 0.344
H -2.389 0.790 -0.837
H -0.832 0.827 -1.069
H -0.982 3.704 -1.637
H -0.753 3.782 -0.125
O -0.589 3.222 -0.899
```

Output
LUMO level in eV: -3.4
Total charge: +1
HOMO level in eV: -13.961
Calculated total energy in eV: -9953.3451
Frontier orbital gap in Eh: 0.389
Molar mass in g/mol: 108.16

Electronic structure analysis, Mulliken charges in units of e: atom 1 (C): -0.683, atom 2 (C): -0.808, atom 3 (C): -0.540, atom 4 (C): -0.575, atom 5 (O): -0.528, atom 6 (N): -0.249, atom 7 (H): 0.375, atom 8 (H): 0.344, atom 9 (H): 0.424, atom 10 (H): 0.358, atom 11 (H): 0.483, atom 12 (H): 0.331, atom 13 (H): 0.387, atom 14 (H): 0.295, atom 15 (H): 0.331, atom 16 (H): 0.367, atom 17 (H): 0.349, atom 18 (H): 0.316, atom 19 (H): 0.334, atom 20 (H): 0.338, atom 21 (O): -0.650

[3]
2 unconnected molecules or ions with the total composition C4H14NO2S, computed with ωB97M-V with the def2-TZVPD basis set.

XYZ file:
```
22
C4H14NO2S ωB97M-V with the def2-TZVPD basis set
C -1.849 -0.675 0.290
O -2.872 0.283 0.272
C -0.558 -0.074 -0.293
C 0.126 -1.037 -1.258
C 0.901 -0.239 -2.310
S 2.686 -0.240 -1.834
N 0.524 0.283 0.732
H -2.217 -1.605 -0.134
H -1.618 -0.952 1.350
H -3.748 -0.123 0.342
H -0.860 0.847 -0.862
H -0.558 -1.730 -1.750
H 0.770 -1.755 -0.716
H 0.476 0.773 -2.406
H 0.902 -0.646 -3.325
H 3.032 1.002 -2.246
H 0.616 1.304 0.856
H 0.264 0.123 1.705
H 1.419 -0.132 0.374
H 1.063 1.224 4.383
H 0.443 2.060 3.413
O 1.057 1.306 3.417
```

Output
LUMO level in eV: -3.0
Total charge: +1
HOMO level in eV: -12.948
Calculated total energy in eV: -20788.3280
Frontier orbital gap in Eh: 0.364
Molar mass in g/mol: 140.23

Electronic structure analysis, Mulliken charges in units of e: atom 1 (C): -0.634, atom 2 (O): -0.524, atom 3 (C): 0.422, atom 4 (C): -1.470, atom 5 (C): -0.494, atom 6 (S): -0.261, atom 7 (N): -0.263, atom 8 (H): 0.404, atom 9 (H): 0.250, atom 10 (H): 0.341, atom 11 (H): 0.251, atom 12 (H): 0.434, atom 13 (H): 0.602, atom 14 (H): 0.355, atom 15 (H): 0.384, atom 16 (H): 0.183, atom 17 (H): 0.382, atom 18 (H): 0.403, atom 19 (H): 0.237, atom 20 (H): 0.322, atom 21 (H): 0.333, atom 22 (O): -0.655

[4]
A molecular structure, C4H14NO3, computed with ωB97M-V with the def2-TZVPD basis set.

XYZ file:
```
22
C4H14NO3 ωB97M-V with the def2-TZVPD basis set
C 1.621 1.844 -0.534
N 0.507 1.631 -1.474
C -0.066 0.287 -1.330
C -1.516 0.343 -0.835
C -1.699 0.712 0.669
O -1.790 -0.408 1.465
H 2.321 1.009 -0.585
H 1.310 1.649 0.515
H 2.056 2.808 -0.702
H -0.235 2.266 -1.204
H 0.505 -0.361 -0.646
H -0.033 -0.270 -2.267
H -2.074 0.930 -1.585
H -1.989 -0.633 -0.940
H -0.886 1.383 0.978
H -2.687 1.252 0.777
H -0.163 -2.519 1.899
H -0.952 -1.241 1.115
O -0.046 -2.037 1.062
H 1.445 -1.885 0.807
H 2.691 -2.027 -0.279
O 2.438 -1.744 0.589
```

Output
LUMO level in eV: 4.0
Total charge: -1
HOMO level in eV: -4.209
Calculated total energy in eV: -12007.8388
Frontier orbital gap in Eh: 0.302
Molar mass in g/mol: 124.16

Electronic structure analysis, Mulliken charges in units of e: atom 1 (C): -0.823, atom 2 (N): -0.452, atom 3 (C): 0.418, atom 4 (C): -1.096, atom 5 (C): -0.174, atom 6 (O): -0.764, atom 7 (H): 0.314, atom 8 (H): 0.256, atom 9 (H): 0.344, atom 10 (H): 0.315, atom 11 (H): -0.452, atom 12 (H): 0.261, atom 13 (H): 0.397, atom 14 (H): 0.457, atom 15 (H): 0.131, atom 16 (H): 0.208, atom 17 (H): 0.223, atom 18 (H): 0.408, atom 19 (O): -0.893, atom 20 (H): 0.392, atom 21 (H): 0.252, atom 22 (O): -0.720